[1]
13
Properties=species:S:1:pos:R:3:lowdin_charge:R:1 method="wB97M-V/def2-TZVPD" total_energy_ha=-952.56293 relative_energy_ev=1.378 gap_ev=9.06 homo_ha=-0.326 lumo_energy_ha=0.0073 total_charge=0 spin_multiplicity=1 smiles=CSSC.O
C 0.92 -1.12 2.73 -0.42
S -0.11 -0.06 1.50 0.38
S 0.64 1.01 -0.18 0.40
C 1.31 2.48 0.64 -0.50
H 1.86 -1.54 2.44 0.01
H 1.15 -0.70 3.71 0.02
H 0.32 -2.02 2.97 0.03
H 0.72 3.41 0.48 0.04
H 1.57 2.11 1.63 0.00
H 2.27 2.55 0.04 0.03
O -3.66 -2.40 -5.29 -0.07
H -2.77 -2.09 -5.17 0.02
H -4.21 -1.62 -5.49 0.04

---

[2]
13
Properties=species:S:1:pos:R:3:lowdin_charge:R:1 method="wB97M-V/def2-TZVPD" total_energy_ha=-1161.81474 relative_energy_ev=2.136 gap_ev=8.02 homo_ha=-0.306 lumo_energy_ha=-0.0114 total_charge=0 spin_multiplicity=1
C -1.69 -1.94 -0.01 -0.10
C 1.97 1.59 0.20 -0.32
P -1.27 0.47 0.54 0.57
P 0.82 0.17 -0.20 0.03
S 1.67 -1.53 0.24 0.08
H -2.13 -1.81 -1.02 0.00
H -2.53 -2.36 0.56 0.00
H -0.68 -2.26 0.05 -0.13
H 1.50 2.52 0.06 0.00
H 2.06 1.52 1.37 0.08
H 3.01 1.55 -0.12 0.04
H -0.86 0.28 1.90 -0.16
H 0.55 0.26 -1.51 -0.08

---

[3]
12
Properties=species:S:1:pos:R:3:lowdin_charge:R:1 method="wB97M-V/def2-TZVPD" total_energy_ha=-877.35730 relative_energy_ev=0.039 gap_ev=10.11 homo_ha=-0.359 lumo_energy_ha=0.0121 total_charge=0 spin_multiplicity=1 smiles=CC.SS
C -1.22 0.72 0.19 -0.17
C -1.06 -0.78 0.01 -0.18
H -1.39 1.22 -0.77 0.07
H -0.34 1.18 0.62 0.05
H -2.07 0.96 0.83 0.06
H -0.22 -1.00 -0.65 0.03
H -0.89 -1.27 0.98 0.06
H -1.94 -1.24 -0.43 0.06
S 2.64 0.59 -1.12 0.23
S 2.83 -0.60 0.56 0.24
H 1.92 1.57 -0.56 -0.22
H 1.74 -1.35 0.35 -0.24

---

[4]
12
Properties=species:S:1:pos:R:3:lowdin_charge:R:1 method="wB97M-V/def2-TZVPD" total_energy_ha=-877.34437 relative_energy_ev=0.391 gap_ev=9.69 homo_ha=-0.331 lumo_energy_ha=0.0249 total_charge=0 spin_multiplicity=1 smiles=CSS.C
C 2.63 -0.34 -1.58 -0.39
S 0.91 -0.15 -0.80 0.29
S 1.13 0.06 1.17 0.25
H 3.29 -0.32 -0.71 0.01
H 2.64 -1.40 -1.82 0.02
H 2.73 0.48 -2.27 0.02
H 1.45 1.38 1.32 -0.17
C -2.95 0.07 0.91 -0.04
H -3.36 -0.92 0.72 0.02
H -3.38 0.40 1.85 0.02
H -1.88 -0.04 1.07 -0.03
H -3.21 0.77 0.13 0.02

---

[5]
13
Properties=species:S:1:pos:R:3:lowdin_charge:R:1 method="wB97M-V/def2-TZVPD" total_energy_ha=-1275.50397 relative_energy_ev=1.166 gap_ev=8.81 homo_ha=-0.328 lumo_energy_ha=-0.0040 total_charge=0 spin_multiplicity=1 smiles=CSS.CS
C -0.30 0.00 -2.97 -0.44
S -0.70 0.31 -1.11 0.34
S -1.54 -1.75 -0.65 0.31
H -1.33 -0.07 -3.37 0.02
H 0.62 -0.61 -3.03 0.04
H 0.12 0.95 -3.32 0.02
H -2.66 -1.43 -1.21 -0.27
C 0.87 -0.03 2.67 -0.50
S 1.91 1.38 2.17 0.60
H 0.41 0.09 3.62 0.00
H 0.01 -0.23 2.04 -0.01
H 1.52 -0.98 2.80 0.07
H 1.06 2.37 2.36 -0.19

---

[6]
14
Properties=species:S:1:pos:R:3:lowdin_charge:R:1 method="wB97M-V/def2-TZVPD" total_energy_ha=-1673.72489 relative_energy_ev=0.366 gap_ev=9.31 homo_ha=-0.330 lumo_energy_ha=0.0123 total_charge=0 spin_multiplicity=1 smiles=CSS.CSS
C 11.46 4.32 0.96 -0.57
S 11.83 5.40 2.28 0.36
S 10.33 4.85 3.65 0.30
H 10.41 4.49 0.69 0.03
H 11.59 3.26 1.24 0.04
H 12.09 4.52 0.07 0.04
H 9.31 5.49 3.04 -0.20
C 4.62 1.69 7.31 -0.47
S 3.52 1.07 8.69 0.32
S 2.04 0.04 7.61 0.28
H 5.28 2.51 7.62 0.03
H 3.89 2.07 6.58 0.01
H 5.24 0.91 6.82 0.03
H 2.87 -0.97 7.26 -0.20

---

[7]
12
Properties=species:S:1:pos:R:3:lowdin_charge:R:1 method="wB97M-V/def2-TZVPD" total_energy_ha=-659.88984 relative_energy_ev=0.414 gap_ev=9.64 homo_ha=-0.323 lumo_energy_ha=0.0311 total_charge=0 spin_multiplicity=1
C -0.41 1.46 0.06 -0.47
C 0.44 -1.51 -0.01 -0.43
Si -1.25 -0.32 -0.04 0.54
Si 1.25 0.34 -0.01 0.52
H -0.32 1.87 1.11 0.00
H 0.44 -2.21 -0.95 0.02
H -2.08 0.04 -1.15 -0.08
H -1.87 -0.70 1.28 -0.05
H 0.42 -1.98 1.06 0.02
H 2.37 0.50 1.00 -0.06
H -0.41 2.30 -0.66 0.01
H 1.38 0.52 -1.52 -0.04

---

[8]
14
Properties=species:S:1:pos:R:3:lowdin_charge:R:1 method="wB97M-V/def2-TZVPD" total_energy_ha=-3234.52059 relative_energy_ev=1.991 gap_ev=7.80 homo_ha=-0.293 lumo_energy_ha=-0.0063 total_charge=0 spin_multiplicity=1
C 1.39 1.37 0.68 -0.23
C 0.66 1.62 -0.60 -0.15
Si -0.57 -2.35 0.19 0.39
Si -1.37 -0.40 -0.72 0.11
Br -3.06 0.51 0.47 0.15
H 1.87 0.39 0.68 0.06
H 2.17 2.12 0.82 0.07
H 0.71 1.43 1.53 0.06
H 1.21 1.44 -1.51 0.02
H 0.04 2.50 -0.62 0.02
H -0.65 -2.30 1.65 -0.11
H -1.29 -3.54 -0.28 -0.12
H 0.82 -2.47 -0.23 -0.12
H -1.92 -0.31 -2.07 -0.14

---

[9]
14
Properties=species:S:1:pos:R:3:lowdin_charge:R:1 method="wB97M-V/def2-TZVPD" total_energy_ha=-1120.74829 relative_energy_ev=1.074 gap_ev=10.48 homo_ha=-0.375 lumo_energy_ha=0.0102 total_charge=0 spin_multiplicity=1
C -1.09 1.43 -0.97 -0.35
C 1.21 -1.81 -0.19 -0.30
Si -0.30 1.11 0.72 0.46
Si 1.55 -0.20 0.77 0.01
Cl 2.96 0.68 -0.38 0.27
H -1.31 0.60 -1.51 -0.06
H -2.10 1.99 -0.78 0.05
H -0.43 2.07 -1.68 0.06
H 1.99 -2.07 -0.84 -0.01
H 1.02 -2.72 0.34 0.01
H 0.21 -1.83 -0.74 0.05
H 0.23 2.36 1.09 -0.12
H -1.95 1.01 1.49 0.01
H 2.30 -0.35 1.96 -0.08

---

[10]
15
Properties=species:S:1:pos:R:3:lowdin_charge:R:1 method="wB97M-V/def2-TZVPD" total_energy_ha=-850.52217 gap_ev=6.04 homo_ha=-0.257 lumo_energy_ha=-0.0348 total_charge=0 spin_multiplicity=1
N 0.34 -1.93 0.97 -0.28
P -1.17 -2.45 0.77 0.37
I -2.60 -0.62 0.92 0.64
H 0.35 -0.96 1.34 0.03
H 0.78 -1.77 0.06 0.04
H -1.21 -2.99 -0.49 -0.02
H -1.49 -3.43 1.68 -0.03
C 0.93 2.44 -0.45 -0.13
C 0.33 1.09 -0.87 -0.53
O 0.84 0.04 -0.15 -0.38
H 2.00 2.44 -0.62 0.06
H 0.49 3.27 -1.03 0.06
H 0.73 2.63 0.61 0.06
H 0.46 1.02 -1.97 0.09
H -0.80 1.22 -0.76 0.03

---

[11]
13
Properties=species:S:1:pos:R:3:lowdin_charge:R:1 method="wB97M-V/def2-TZVPD" total_energy_ha=-190.83047 relative_energy_ev=1.192 gap_ev=12.21 homo_ha=-0.578 lumo_energy_ha=-0.1289 total_charge=+1 spin_multiplicity=1
C -1.15 1.33 -0.82 -0.05
C -0.61 1.34 0.57 -0.16
N 1.10 -2.10 0.03 0.03
N 0.17 0.40 0.93 0.07
H -2.21 1.22 -0.88 0.08
H -0.70 0.62 -1.57 0.11
H -1.11 2.34 -1.25 0.10
H -0.80 2.18 1.21 0.13
H 1.62 -1.81 -0.92 0.14
H 0.35 -2.81 -0.17 0.10
H 1.98 -2.41 0.61 0.13
H 0.55 -0.84 0.43 0.15
H 0.79 0.56 1.83 0.17

---

[12]
13
Properties=species:S:1:pos:R:3:lowdin_charge:R:1 method="wB97M-V/def2-TZVPD" total_energy_ha=-190.80369 relative_energy_ev=1.921 gap_ev=10.30 homo_ha=-0.565 lumo_energy_ha=-0.1868 total_charge=+1 spin_multiplicity=1
N 1.69 1.09 -0.32 0.07
H 1.24 1.86 0.16 0.07
H 2.05 1.35 -1.24 0.09
H 2.45 0.68 0.26 0.11
H 0.50 0.30 -0.26 -0.01
C -0.50 -1.64 0.53 0.01
C -1.47 0.53 -0.24 0.19
N -0.38 -0.29 -0.11 -0.05
H -0.56 -2.39 -0.25 0.09
H -1.57 -1.41 0.93 0.12
H 0.34 -1.67 1.27 0.12
H -1.42 1.34 -0.96 0.12
H -2.35 0.25 0.23 0.07